Record 1
Molecular formula: CH7N2O2
Method: DFT, the ωB97M-V functional and the def2-TZVPD basis

Values from the calculation:
Charge   +1
Electronic energy   -302.03672 Eh
HOMO level   -0.563 Ha
2S+1   1
Molar mass   79.08 g mol⁻¹
Gap between HOMO and LUMO   11.74 eV
LUMO level   -3.57 eV

Last column: natural (NBO) charge in e.
Element x y z (Å)
C (0.75378, -0.82063, -0.89274)  0.948
N (1.85240, -0.40514, -0.32037)  -0.752
N (-1.53342, 1.21753, 1.15093)  -1.078
O (0.69259, -1.58477, -1.87753)  -0.594
O (-0.58500, -0.57382, -0.23755)  -0.702
H (2.66456, -0.63805, -0.88744)  0.440
H (1.99140, 0.13283, 0.57142)  0.472
H (-1.03407, 2.15096, 1.20391)  0.392
H (-1.51746, 0.88661, 2.12642)  0.396
H (-2.53276, 1.40608, 0.87010)  0.417
H (-0.11286, -2.04276, -2.04415)  0.559
H (-0.63918, 0.27115, 0.33700)  0.502

---

Record 2
Molecular formula: C3H6IN3
Method: DFT, the ωB97M-V functional and the def2-TZVPD basis

Values from the calculation:
Electronic energy   -579.74749 Eh
HOMO level   -0.298 Ha
2S+1   1
SMILES   [H]/N=N/N(C)/C=C/I
Molar mass   211.01 g mol⁻¹
Gap between HOMO and LUMO   8.45 eV
LUMO level   0.36 eV

Last column: natural (NBO) charge in e.
Element x y z (Å)
C (1.10893, 0.42579, 0.08920)  -0.003
C (2.19207, -0.50762, -0.00355)  -0.450
C (-1.34818, 1.04511, -0.11375)  -0.484
N (-1.76570, -1.39579, 0.08468)  -0.484
N (-0.51808, -1.13618, 0.18454)  0.025
N (-0.21423, 0.10144, 0.02638)  -0.229
I (4.13139, 0.29239, 0.00604)  0.153
H (1.29563, 1.41523, -0.14397)  0.200
H (1.89992, -1.50875, 0.23573)  0.231
H (-2.21538, 0.40839, 0.27448)  0.274
H (-1.12932, 1.96525, 0.43296)  0.212
H (-1.63899, 1.36590, -1.18692)  0.216
H (-1.79806, -2.47116, 0.11418)  0.341